Computed, not measured: a 5-piece molecular cluster, C19H45Cl8N3OP overall, with the ωB97M-V functional and the def2-TZVPD basis.

Atoms and positions in Å:
C1 1.861 -3.286 4.721
C2 0.611 -3.935 4.105
C3 -0.186 -2.959 3.275
N1 0.620 -2.387 2.156
P1 0.063 -2.704 0.617
C4 -0.142 -4.483 0.299
C5 -1.517 -5.057 0.611
N2 -1.457 -6.504 0.351
C6 -1.453 -1.803 0.220
C7 -2.371 -1.404 1.381
C8 -1.837 -0.281 2.281
O1 -2.575 0.915 2.168
C9 -2.414 1.567 0.923
N3 1.222 -2.223 -0.511
C10 2.144 -1.128 -0.080
C11 1.475 0.232 -0.029
H1 1.978 -3.611 5.744
H2 1.800 -2.208 4.675
H3 2.745 -3.611 4.188
H4 -0.053 -4.252 4.899
H5 0.845 -4.831 3.535
H6 -0.461 -2.140 3.928
H7 -1.116 -3.411 2.950
H8 1.557 -2.785 2.212
H9 0.653 -5.020 0.800
H10 0.003 -4.571 -0.774
H11 -1.790 -4.944 1.651
H12 -2.279 -4.609 -0.019
H13 -2.067 -7.018 0.968
H14 -1.664 -6.719 -0.614
H15 -1.158 -0.906 -0.302
H16 -1.991 -2.436 -0.478
H17 -2.696 -2.258 1.957
H18 -3.274 -1.016 0.926
H19 -1.893 -0.557 3.324
H20 -0.794 -0.064 2.042
H21 -2.620 2.620 1.033
H22 -1.420 1.415 0.514
H23 -3.126 1.177 0.194
H24 1.793 -3.060 -0.639
H25 2.672 -1.346 0.838
H26 2.905 -1.068 -0.845
H27 0.596 0.257 -0.658
H28 1.270 0.562 0.981
H29 2.161 0.952 -0.454
Cl1 -2.531 3.598 -1.907
C12 -3.804 4.528 -1.063
C13 -4.647 5.329 -2.018
Cl2 -3.728 6.664 -2.755
H30 -3.318 5.169 -0.333
H31 -4.430 3.808 -0.537
H32 -5.479 5.777 -1.476
H33 -5.042 4.711 -2.820
Cl3 5.461 -0.978 1.065
C14 6.698 -0.303 -0.038
C15 6.278 1.023 -0.613
Cl4 4.917 0.865 -1.760
H34 6.885 -1.034 -0.819
H35 7.605 -0.176 0.548
H36 7.106 1.458 -1.168
H37 5.976 1.718 0.166
Cl5 7.736 -1.546 -3.427
C16 6.308 -1.315 -4.473
C17 6.172 -2.417 -5.491
Cl6 7.464 -2.365 -6.713
H38 6.401 -0.343 -4.950
H39 5.436 -1.301 -3.822
H40 5.227 -2.308 -6.020
H41 6.197 -3.397 -5.020
Cl7 -5.465 8.333 0.006
C18 -6.201 9.168 -1.388
C19 -7.654 9.484 -1.152
Cl8 -8.654 8.009 -1.106
H42 -6.068 8.535 -2.261
H43 -5.640 10.089 -1.539
H44 -8.030 10.100 -1.966
H45 -7.799 10.015 -0.215

Cartesian forces, eV/Å:
C -0.177 -0.652 -0.416
C -0.093 0.160 0.237
C 0.177 0.370 0.398
N -0.441 -0.792 -0.520
P 0.306 0.291 -0.700
C -0.421 1.028 -0.189
C 0.071 -1.391 -0.204
N 0.238 0.337 0.237
C 0.004 -0.174 0.864
C -0.100 0.151 -0.138
C -0.052 0.386 -0.262
O 0.094 0.076 0.152
C -0.437 -0.531 -0.133
N 0.117 -0.741 1.518
C -0.081 0.406 -0.782
C 0.361 0.051 0.041
H 0.098 0.083 0.262
H 0.032 0.337 0.165
H 0.361 0.103 -0.095
H -0.185 -0.166 0.199
H 0.150 -0.153 -0.130
H -0.122 0.289 0.077
H -0.086 -0.082 -0.337
H 0.140 0.364 0.091
H 0.114 -0.188 0.193
H 0.194 -0.142 -0.281
H -0.071 0.240 0.228
H -0.161 0.475 0.065
H -0.094 -0.067 -0.191
H -0.109 -0.130 0.065
H 0.245 0.205 -0.281
H -0.017 -0.103 -0.256
H 0.009 -0.299 0.179
H -0.313 0.059 -0.111
H -0.058 -0.072 0.274
H 0.229 -0.074 0.025
H 0.072 0.251 0.221
H 0.392 0.165 0.008
H -0.095 -0.055 -0.184
H 0.013 0.129 -0.472
H -0.033 -0.170 0.307
H 0.215 -0.255 -0.231
H -0.326 0.054 -0.047
H -0.362 -0.019 0.174
H 0.169 0.270 -0.025
Cl 0.048 -0.034 0.003
C -0.083 0.003 0.126
C -0.157 0.042 0.002
Cl 0.037 -0.009 -0.091
H 0.050 0.027 -0.047
H -0.019 -0.018 -0.047
H 0.037 0.016 0.051
H 0.062 -0.009 -0.030
Cl -0.001 -0.021 0.022
C 0.131 -0.011 -0.054
C 0.118 0.070 0.062
Cl -0.067 -0.012 0.002
H -0.064 -0.020 -0.004
H -0.026 0.036 0.038
H 0.009 -0.057 -0.044
H -0.073 -0.011 -0.014
Cl 0.028 0.025 0.028
C -0.133 0.036 -0.017
C -0.033 -0.040 -0.044
Cl 0.012 -0.014 0.010
H 0.068 -0.001 -0.009
H 0.013 -0.029 0.018
H -0.001 0.046 0.002
H 0.050 -0.001 0.010
Cl 0.012 -0.043 0.077
C 0.039 0.058 -0.121
C -0.025 0.079 -0.016
Cl -0.009 -0.026 0.016
H 0.013 -0.045 0.025
H -0.014 0.018 0.047
H 0.015 -0.027 -0.033
H -0.004 -0.051 0.036

Summary:
Kohn-Sham gap	9.85	eV
molar mass	646.19	g mol⁻¹
LUMO level	-2.20	eV
highest occupied orbital energy	-0.443	hartree
charge	+1

=====

Computed, not measured: a 11-piece molecular cluster, C19H45N7O26 overall, with the ωB97M-V functional and the def2-TZVPD basis.

Atoms and positions in Å:
C1 13.433 -10.868 14.241
O1 13.203 -11.977 13.400
C2 13.712 -11.887 12.135
O2 14.398 -11.003 11.678
O3 13.308 -12.928 11.410
C3 13.638 -13.011 10.044
H1 14.426 -10.553 13.919
H2 13.377 -11.233 15.267
H3 12.674 -10.091 14.158
H4 14.671 -13.314 9.877
H5 13.369 -12.066 9.573
H6 12.941 -13.685 9.547
C4 21.218 -9.640 8.235
O4 22.361 -10.252 8.741
C5 23.496 -9.652 9.090
O5 23.753 -8.498 9.042
O6 24.313 -10.558 9.520
C6 25.734 -10.169 9.880
H7 20.290 -10.166 8.461
H8 21.136 -9.759 7.154
H9 21.103 -8.562 8.346
H10 25.954 -9.598 10.782
H11 26.135 -9.501 9.118
H12 26.429 -11.008 9.915
C7 22.559 -12.794 16.156
O7 21.726 -13.165 15.034
C8 22.029 -12.862 13.854
O8 23.132 -12.355 13.495
O9 21.013 -13.197 13.133
C9 21.107 -13.471 11.786
H13 22.354 -13.478 16.979
H14 22.364 -11.742 16.365
H15 23.610 -12.828 15.870
H16 22.086 -13.711 11.370
H17 20.704 -12.536 11.398
H18 20.338 -14.171 11.458
C10 19.366 -12.525 7.981
O10 20.080 -13.583 8.483
C11 21.462 -13.672 8.320
O11 22.141 -12.887 7.664
O12 21.967 -14.689 8.981
C12 23.360 -15.045 8.856
H19 19.211 -11.856 8.827
H20 18.400 -12.797 7.557
H21 19.904 -11.982 7.204
H22 23.515 -15.796 9.631
H23 23.862 -14.092 9.022
H24 23.449 -15.443 7.845
C13 18.439 -11.310 14.460
N1 18.242 -10.336 15.617
O13 18.634 -10.668 16.622
O14 17.798 -9.195 15.269
H25 19.463 -11.506 14.143
H26 17.967 -10.967 13.539
H27 17.965 -12.282 14.598
C14 17.714 -10.247 10.522
N2 17.625 -8.780 10.160
O15 16.664 -8.215 10.544
O16 18.493 -8.371 9.348
H28 18.733 -10.467 10.842
H29 17.360 -10.924 9.745
H30 16.996 -10.353 11.335
C15 19.098 -6.022 12.448
N3 19.514 -5.543 13.751
O17 18.974 -4.625 14.329
O18 20.455 -6.177 14.264
H31 19.989 -6.298 11.884
H32 18.528 -5.208 11.999
H33 18.500 -6.930 12.519
C16 17.172 -9.257 5.102
N4 17.098 -10.393 6.129
O19 17.379 -10.173 7.276
O20 16.776 -11.496 5.734
H34 17.751 -9.752 4.323
H35 17.778 -8.520 5.630
H36 16.192 -8.854 4.846
C17 15.104 -6.821 13.123
N5 15.341 -5.545 12.378
O21 14.592 -4.575 12.681
O22 16.088 -5.552 11.408
H37 16.051 -7.354 13.037
H38 14.318 -7.374 12.607
H39 14.759 -6.706 14.151
C18 15.780 -14.617 12.866
N6 16.868 -14.150 11.925
O23 17.871 -14.846 11.880
O24 16.535 -13.236 11.188
H40 15.472 -13.645 13.249
H41 16.132 -15.352 13.591
H42 14.975 -14.996 12.237
C19 15.757 -6.214 8.048
N7 14.823 -5.226 7.461
O25 14.684 -5.248 6.239
O26 14.122 -4.501 8.168
H43 15.690 -6.952 7.248
H44 15.335 -6.648 8.955
H45 16.690 -5.652 8.043

Cartesian forces, eV/Å:
C 0.755 0.067 0.038
O -0.539 -1.143 -1.574
C 0.300 0.957 -0.875
O -0.524 -0.348 1.035
O -0.782 -1.073 1.646
C -0.413 0.773 -1.118
H -0.031 0.863 0.784
H 0.345 -0.065 -0.102
H 0.079 0.029 -0.472
H -0.148 0.288 0.019
H 0.743 0.272 -0.031
H 0.104 -0.529 0.566
C -1.366 1.040 -1.860
O 0.554 -1.107 0.711
C -1.501 0.387 -0.482
O 0.133 2.311 -0.368
O 3.780 -2.196 1.847
C -0.460 0.799 -1.192
H 0.464 0.277 1.310
H 0.910 -0.128 -0.546
H 0.247 -0.171 0.892
H -1.310 -0.154 0.435
H -0.398 -0.095 -0.384
H -0.971 -0.627 -0.179
C 0.475 0.552 -0.954
O -0.844 -0.984 5.033
C 5.273 2.226 -2.927
O -3.188 -1.463 0.559
O -1.082 -1.269 0.695
C -1.031 1.477 -2.440
H -0.233 0.250 -0.224
H -0.234 -0.159 0.422
H -0.045 -0.300 -0.076
H 0.001 0.135 0.512
H 0.594 0.100 -1.210
H 0.289 -0.506 0.604
C -0.417 2.294 -0.425
O 3.145 -3.208 0.720
C -0.106 2.568 -1.631
O -1.341 -1.353 0.756
O -1.658 -1.160 0.950
C -1.318 1.109 -0.318
H -0.339 0.243 -0.276
H 0.118 -0.539 0.259
H 0.185 -0.072 0.014
H 0.178 0.189 -0.186
H 0.778 -0.445 -0.180
H 0.662 0.034 0.139
C -0.934 -0.423 -1.719
N -1.798 3.188 -8.665
O 1.857 -1.530 6.726
O 0.618 -2.445 1.323
H 0.251 0.415 0.950
H -0.147 0.740 0.331
H 0.103 0.090 0.975
C -0.593 1.420 0.251
N 4.820 -6.944 -0.167
O -6.440 4.484 2.154
O 1.699 1.419 -1.812
H 0.141 -0.181 -0.112
H 0.234 0.084 -0.388
H 0.182 -0.159 0.220
C -0.460 0.403 -1.301
N 1.996 -1.370 2.292
O -0.445 0.126 -0.687
O -0.886 0.664 -0.601
H -0.108 0.239 0.067
H 0.022 -0.371 -0.201
H -0.145 0.164 0.298
C 1.094 -0.715 1.280
N -0.624 0.122 0.109
O 0.166 0.664 0.135
O -0.228 -0.363 -0.858
H -0.448 0.509 -0.413
H -0.142 0.167 -0.272
H 0.113 -0.486 -0.044
C 0.689 -0.457 -0.165
N -2.002 1.755 -0.822
O 1.643 -1.732 -0.261
O -0.686 0.077 1.690
H -0.268 -0.271 0.058
H 0.249 0.132 -0.395
H 0.335 0.690 -0.178
C 0.141 1.159 -0.299
N -0.936 -1.734 -0.453
O -0.046 1.057 -0.193
O 1.116 -0.436 0.566
H -0.393 -0.464 0.669
H 0.125 0.348 -0.196
H 0.150 -0.035 0.051
C -0.663 -0.020 -1.101
N -2.669 0.915 -0.223
O 0.552 0.092 0.377
O 1.185 -0.669 -0.215
H 0.863 -0.251 0.365
H 0.677 0.529 0.270
H 0.208 -0.740 0.675

Summary:
multiplicity	2
Kohn-Sham gap (alpha / beta)	2.65 / 6.68	eV
molar mass	787.59	g mol⁻¹
LUMO level (alpha / beta)	1.64 / 1.64	eV
highest occupied orbital energy (alpha / beta)	-0.037 / -0.185	hartree
charge	-1

=====

- Which value of molar mass does entry 1 give?
  646.19 g mol⁻¹